{
  "formula": "C3H8NO",
  "method": "the ωB97M-V functional and the def2-TZVPD basis",
  "symbols": ["C", "C", "C", "N", "O", "H", "H", "H", "H", "H", "H", "H", "H"],
  "xyz": [[0.194, -0.200, 1.415], [0.913, -0.591, -0.892], [0.288, 0.425, 0.037], [-1.235, 0.655, -0.245], [-0.817, -0.642, 1.750], [1.138, -0.289, 2.043], [0.744, -1.510, -0.476], [2.015, -0.506, -1.023], [0.598, -0.513, -1.874], [0.795, 1.372, 0.077], [-1.429, 1.358, -1.057], [-1.763, 0.877, 0.631], [-1.439, -0.435, -0.385]],
  "e_homo_ev": -15.279,
  "energy_ev": -6770.119,
  "de_lowest_kj_mol": 101.4,
  "homo_lumo_gap_ha": 0.42120,
  "charge": 1,
  "lumo_ev": -3.82
}